1.
47
Properties=species:S:1:pos:R:3:lowdin_charge:R:1 method="wB97M-V/def2-TZVPD" spin_multiplicity=4 max_force_ev_per_a=3.0 e_homo_ev="-3.24 / -3.26" homo_lumo_gap_ev="4.691 / 3.737" e_tot_ev=-238629.5863 de_lowest_kcal_mol=84.9 total_charge=-1
V 0.75506 0.16994 0.56113 0.4186
C -3.28686 3.04418 0.94062 -0.0510
C -2.75285 2.12260 -0.12560 -0.3040
C -2.78857 0.74150 0.04363 -0.0821
C -2.25618 -0.12027 -0.90082 -0.3072
C -2.36524 -1.61658 -0.73489 -0.0510
C -1.69947 0.41964 -2.06431 -0.0534
C -1.65936 1.79246 -2.27050 -0.2866
C -1.07929 2.37416 -3.53701 -0.0540
C -2.18236 2.62672 -1.28731 -0.0376
H -4.27134 3.42905 0.65864 0.0811
H -2.62147 3.89624 1.08526 0.0838
H -3.37684 2.54180 1.90391 0.0550
H -3.23166 0.33701 0.94730 0.1195
H -3.28551 -1.99030 -1.18941 0.0806
H -2.38452 -1.89916 0.31906 0.0779
H -1.53339 -2.13217 -1.22169 0.0650
H -1.32896 -0.25163 -2.83567 0.1072
H -1.86781 2.75471 -4.19109 0.0778
H -0.52137 1.62261 -4.10057 0.0632
H -0.40866 3.20607 -3.31391 0.0792
H -2.13249 3.70373 -1.42114 0.1266
S -2.28099 2.66281 5.16774 -0.4608
Sb -0.12629 2.99384 4.54212 -0.0045
S 0.68457 2.40864 0.78274 0.0803
S -0.47629 1.33488 2.16907 -0.0493
S 0.14837 5.03137 3.61049 -0.4366
Br 4.53835 -3.87205 3.99374 0.7646
C 3.49774 -2.62380 3.05016 -0.6867
C 3.29262 -1.34057 3.61153 -0.0957
C 2.57723 -0.44084 2.89371 -0.0848
N 2.04774 -0.74504 1.67222 -0.0713
C 2.27776 -1.97669 1.10456 -0.2015
C 3.01082 -2.94772 1.82878 -0.0718
C 1.89916 -2.09480 -0.28208 -0.1988
C 2.07845 -3.25504 -1.08187 -0.0785
C 1.93006 -3.16997 -2.42087 -0.7027
Br 2.14812 -4.69472 -3.48821 0.7618
C 1.64819 -1.92664 -3.05727 -0.1176
C 1.45173 -0.85159 -2.26789 -0.1211
N 1.48452 -0.90713 -0.89557 -0.0648
H 3.68558 -1.08064 4.58215 0.1059
H 2.37203 0.55770 3.25640 0.1075
H 3.20814 -3.91808 1.39586 0.1011
H 2.34688 -4.19419 -0.61841 0.1030
H 1.59474 -1.84579 -4.13245 0.0992
H 1.23991 0.12375 -2.68226 0.1148

2.
62
Properties=species:S:1:pos:R:3:lowdin_charge:R:1 method="wB97M-V/def2-TZVPD" max_force_ev_per_a=2.0 e_homo_ev=-8.51 homo_lumo_gap_ev=9.054 e_tot_ev=-35443.2080 de_lowest_kcal_mol=8.6 smiles="CNC(=O)[C@H](CC(C)C)NC(C)=O.CCOC(=O)/C(C#N)=C1/CCCCCN1"
N -1.92335 -0.92501 -5.21830 0.1505
O -1.04681 1.90488 -1.57566 0.0633
O -1.09121 -2.58070 1.59836 0.0421
O 4.09418 -3.36921 1.93166 0.0644
C -1.96399 -0.06107 -4.43851 -0.2145
O 0.00604 0.15115 -2.61229 -0.0020
C -0.98439 1.07335 -2.48296 -0.4056
C -0.04378 -2.38323 2.19025 -0.5370
C 3.22955 -2.77740 2.56779 -0.4630
C -2.04789 1.02629 -3.51194 -0.0961
C -3.09753 1.93571 -3.63786 -0.1584
N 3.01268 -3.02610 3.86375 0.0189
N -3.20883 3.00812 -2.75912 0.0685
N 1.02663 -1.98912 1.49540 0.1282
C -0.02111 -2.57967 3.69269 0.0074
C 3.74592 -4.02634 4.63689 -0.0463
C 2.00067 -0.97597 -1.99205 -0.0589
C 4.85238 0.29554 1.69400 -0.0646
C 3.90250 1.48829 3.65497 -0.0815
C 1.05188 0.16352 -1.63867 -0.2235
C -4.16284 1.81788 -4.71413 -0.1144
C -4.45440 3.75665 -2.52428 -0.1696
C -5.43301 1.18069 -4.13634 -0.1804
C -5.61669 2.82672 -2.15411 -0.1837
C -6.30675 2.18096 -3.36713 -0.2083
C 3.94698 0.15002 2.91836 -0.4279
C 2.51224 -0.27818 2.54337 -0.1210
C 2.41660 -1.66613 1.87393 -0.1994
H 2.29164 -2.49846 4.32789 0.0965
H -2.52380 2.97739 -1.99016 0.1148
H 0.82444 -1.92794 0.50913 0.1234
H -1.05205 -2.60582 4.04321 0.0914
H 0.48430 -1.75722 4.18453 0.0601
H 0.44156 -3.53616 3.92394 0.0845
H 4.82001 -3.87634 4.50602 0.0879
H 3.49147 -5.02574 4.27876 0.0887
H 3.49722 -3.94839 5.69594 0.0850
H 1.48419 -1.93741 -1.91590 0.0850
H 2.36968 -0.85747 -3.01523 0.0857
H 2.85803 -0.98254 -1.31439 0.0668
H 5.83090 0.66208 2.00386 0.0805
H 4.99509 -0.67176 1.21210 0.0720
H 4.41573 0.99652 0.98252 0.0833
H 4.91045 1.78045 3.95002 0.0782
H 3.48099 2.25857 3.00852 0.0832
H 3.29161 1.39989 4.55338 0.0757
H 1.58874 1.11821 -1.66135 0.1289
H 0.64939 0.01869 -0.63015 0.1096
H -4.37999 2.80422 -5.13246 0.1234
H -3.81937 1.21218 -5.55605 0.1114
H -4.71322 4.36551 -3.39729 0.1157
H -4.28483 4.44915 -1.69296 0.1202
H -6.02700 0.77670 -4.96259 0.1140
H -5.16598 0.33954 -3.48687 0.1242
H -6.36584 3.41716 -1.61745 0.1075
H -5.26266 2.04972 -1.46848 0.1214
H -7.20001 1.65400 -3.01589 0.1087
H -6.64287 2.96720 -4.05119 0.1117
H 4.38662 -0.58306 3.59338 0.1280
H 2.08654 0.46409 1.86579 0.1247
H 1.91422 -0.27408 3.45182 0.1001
H 2.92913 -1.55052 0.91953 0.1201

3.
10
Properties=species:S:1:pos:R:3:lowdin_charge:R:1 method="wB97M-V/def2-TZVPD" max_force_ev_per_a=7.2 e_homo_ev=-9.42 homo_lumo_gap_ev=10.200 e_tot_ev=-6726.1400 de_lowest_kcal_mol=79.2 smiles="O=CN1CC1"
C 1.07888 -0.57392 0.19157 -0.1393
C -1.57730 -0.57576 -0.14954 -0.0485
C -0.92991 0.95118 0.14284 -0.0840
H 1.34721 -1.60865 0.44346 0.1277
H -2.10258 -0.61457 -1.07757 0.0774
H -2.25223 -0.92842 0.67162 0.1023
H -1.27586 1.34455 1.15856 0.1414
H -1.08954 1.38124 -0.81081 0.0932
N -0.24825 -0.15579 -0.02040 -0.2022
O 1.96009 0.33843 -0.16896 -0.0680

4.
59
Properties=species:S:1:pos:R:3:lowdin_charge:R:1 method="wB97M-V/def2-TZVPD" max_force_ev_per_a=3.9 e_homo_ev=-13.72 homo_lumo_gap_ev=6.204 e_tot_ev=-185490.6084 de_lowest_kcal_mol=41.3 total_charge=+2
Pt 0.00083 -0.61837 -0.05572 0.7522
C -3.05511 1.48814 5.17542 -0.0676
C -3.65166 0.70997 4.00852 -0.2126
N -2.74317 -0.32198 3.50755 0.0092
C -1.94186 -0.17038 2.46142 -0.7352
S -0.95961 -1.55935 2.02983 0.6705
N -1.94914 0.94946 1.79952 0.0207
N -1.22749 1.09674 0.71639 -0.0829
C -0.92811 2.25434 0.23101 -0.2512
C -1.19458 3.52512 0.96631 0.0142
C -0.27533 2.25084 -1.07233 -0.2280
C -0.01923 3.41383 -1.78910 0.0352
C 0.59093 3.33098 -3.03097 0.0028
C 0.91811 2.08432 -3.54222 -0.0062
C 0.65311 0.97031 -2.76506 -0.1021
N 0.08132 1.05263 -1.56604 -0.0338
H -3.73005 2.30006 5.44206 0.0846
H -2.08713 1.91209 4.90835 0.0737
H -2.92654 0.85139 6.04995 0.0806
H -3.87250 1.37758 3.17995 0.1086
H -4.57302 0.21592 4.31610 0.1257
H -2.63560 -1.15875 4.06118 0.1393
H -1.50924 3.30970 1.98299 0.0800
H -1.98187 4.10455 0.47826 0.1096
H -0.29572 4.14213 0.99178 0.1034
H -0.31266 4.37383 -1.39058 0.1281
H 0.79761 4.23147 -3.59273 0.1323
H 1.35928 1.97469 -4.52193 0.1269
H 0.90671 -0.02260 -3.11210 0.1063
C -3.67005 -2.03433 -0.35036 -0.3489
Se -2.34354 -1.21213 -1.50251 0.9573
C -1.67269 -2.83781 -2.36624 -0.5075
C -0.90170 -3.76901 -1.46173 -0.4777
Se 0.70343 -3.03930 -0.60550 0.9448
C 1.74842 -2.79897 -2.22309 -0.3094
H -4.28842 -2.69719 -0.95124 0.0460
H -4.28482 -1.23361 0.05303 0.0370
H -3.18977 -2.57648 0.45938 0.0011
H -1.07419 -2.49742 -3.21008 0.0605
H -2.54581 -3.35607 -2.76452 0.0880
H -0.54744 -4.62631 -2.03878 0.0927
H -1.52430 -4.14821 -0.65196 0.0753
H 1.98203 -3.78641 -2.61703 0.0542
H 2.67104 -2.27901 -1.97501 0.0303
H 1.18291 -2.23362 -2.95880 0.0158
Cl 3.05812 -2.26828 1.76904 0.7383
C 3.72856 -1.19373 0.59827 -0.6144
C 4.95348 -1.51232 0.04374 -0.0886
C 5.51798 -0.68675 -0.91693 -0.0357
C 4.86992 0.48866 -1.28751 -0.0549
C 3.66965 0.82562 -0.70636 -0.0344
C 3.04303 -0.00323 0.24994 -0.3307
C 1.82068 0.40965 0.88050 -0.1059
H 5.47051 -2.40519 0.36827 0.1191
H 6.46328 -0.95805 -1.36578 0.1227
H 5.32694 1.14328 -2.01688 0.1176
H 3.19194 1.76778 -0.95066 0.1152
H 1.57525 1.46019 0.76925 0.0725
H 1.62723 -0.01040 1.86172 0.0352

5.
75
Properties=species:S:1:pos:R:3:lowdin_charge:R:1 method="wB97M-V/def2-TZVPD" max_force_ev_per_a=6.6 e_homo_ev=-9.52 homo_lumo_gap_ev=7.570 e_tot_ev=-90363.8150 smiles="O=C1C=C(CCCCS(=O)(=O)Cl)C(=O)C(I)=C1F.O=C1c2ccccc2C(=O)c2ccccc21.O=C1c2ccccc2C(=O)c2ccccc21"
O 4.90164 -1.54191 -1.53907 0.0541
C 4.82980 -0.63001 -2.38869 -0.2091
C 3.55721 -0.66587 -3.35603 0.0775
C 3.21145 0.51069 -4.03980 -0.0952
C 1.97508 0.72539 -5.00550 -0.1422
C 0.97895 -0.51246 -5.12391 -0.1923
C -0.12382 -0.62013 -3.97497 -0.2461
C -0.80457 0.76054 -3.55743 -0.2436
S -2.42197 0.55477 -2.63167 0.4489
O -3.47410 1.22819 -3.49116 -0.4105
O -2.33095 1.24298 -1.28793 -0.3886
Cl -3.00907 -1.42522 -2.45568 0.3924
C 4.15988 1.78655 -3.82723 -0.2996
O 3.79884 2.92124 -4.20140 0.0228
C 5.60769 1.68924 -3.16910 -0.4735
I 7.05557 3.31975 -3.36044 0.8631
C 5.91785 0.51105 -2.45129 -0.1796
F 7.14845 0.35903 -1.81454 0.0216
H 2.93468 -1.59695 -3.49593 0.1196
H 1.46986 1.70322 -4.68541 0.1184
H 2.38000 0.94221 -6.06066 0.1387
H 1.56743 -1.50077 -5.10207 0.1134
H 0.48467 -0.47613 -6.15120 0.1226
H 0.27690 -1.20017 -3.06967 0.1232
H -0.96802 -1.28058 -4.39631 0.0949
H -0.05684 1.31827 -2.88553 0.1211
H -1.00967 1.46847 -4.42950 0.1240
C 5.27498 -2.77984 1.19883 -0.0550
C 4.89364 -3.31311 2.42805 -0.0536
C 5.14571 -2.61069 3.60087 -0.0002
C 5.79172 -1.37621 3.54909 -0.0866
C 6.19558 -0.85311 2.31952 -0.0749
C 5.92531 -1.55299 1.14261 0.0006
C 6.92625 0.43370 2.25452 -0.2748
O 7.27606 0.89391 1.18184 0.0996
C 7.23258 1.14849 3.51521 -0.0830
C 7.96983 2.33220 3.47502 0.0016
C 8.25091 3.01707 4.65171 -0.0590
C 7.78925 2.52785 5.87151 -0.0591
C 7.05926 1.34619 5.91658 0.0018
C 6.78764 0.64883 4.73912 -0.0840
C 6.03957 -0.62764 4.80218 -0.2804
O 5.63899 -1.05831 5.86986 0.1003
H 5.06976 -3.32430 0.28370 0.1004
H 4.39725 -4.27690 2.47149 0.1065
H 4.84172 -3.02870 4.55475 0.1201
H 6.22412 -1.14689 0.18492 0.0887
H 8.32964 2.72035 2.52792 0.1202
H 8.82886 3.93469 4.61852 0.1067
H 8.00284 3.06665 6.78868 0.1069
H 6.70634 0.96736 6.86992 0.1207
C -6.28987 2.70282 0.11446 -0.0468
C -5.62836 1.76518 -0.67548 -0.0441
C -6.15297 0.48699 -0.82425 0.0110
C -7.33555 0.13751 -0.17336 -0.0820
C -7.98522 1.06927 0.63744 -0.0871
C -7.46552 2.35702 0.77074 0.0017
C -9.21492 0.69667 1.37355 -0.2808
O -9.78533 1.51039 2.07899 0.1000
C -9.73606 -0.68402 1.24565 -0.0838
C -10.86037 -1.06721 1.97729 0.0015
C -11.36455 -2.35686 1.85371 -0.0595
C -10.75389 -3.26560 0.99253 -0.0602
C -9.63041 -2.88965 0.26607 0.0005
C -9.11333 -1.60063 0.39853 -0.0843
C -7.89488 -1.22134 -0.35302 -0.2786
O -7.35735 -2.01786 -1.10378 0.0979
H -5.88464 3.70336 0.22286 0.1088
H -4.70496 2.03169 -1.17692 0.0795
H -5.63646 -0.23734 -1.44487 0.0937
H -7.97327 3.08976 1.38890 0.1199
H -11.34262 -0.36332 2.64739 0.1205
H -12.23596 -2.65417 2.42763 0.1066
H -11.15218 -4.26971 0.89114 0.1064
H -9.15607 -3.60304 -0.39949 0.1199

6.
36
Properties=species:S:1:pos:R:3:lowdin_charge:R:1 method="wB97M-V/def2-TZVPD" max_force_ev_per_a=1.7 e_homo_ev=-6.44 homo_lumo_gap_ev=5.483 e_tot_ev=-31794.4290
C 0.04641 -1.05791 1.96958 -0.2783
P 0.44957 -1.05415 3.74871 0.8389
O -0.54070 -2.23326 4.37417 -0.3249
N -0.20969 0.46281 4.20205 -0.1481
C 0.76854 1.54935 4.30516 -0.3650
F 0.67147 2.08888 5.58533 -0.0292
C 2.22871 1.12805 4.00811 -0.7935
O 2.94080 0.82497 4.95856 -0.0226
O 2.50972 1.16141 2.77639 -0.1174
H 0.00077 -2.04703 1.52415 0.0195
H 0.89513 -0.51188 1.55592 0.0141
H -0.86128 -0.47262 1.79026 0.0223
H -0.12593 -2.45229 5.21516 0.0238
H -0.93947 0.76801 3.56822 0.0581
H 0.46587 2.32260 3.60058 0.1255
C -1.19449 1.01990 -1.67084 0.0225
N -0.28354 0.50611 -2.75216 -0.3655
C 0.74890 1.55551 -3.01284 0.0123
C -1.06959 0.27233 -3.99291 0.0133
C 0.45128 -0.74384 -2.32684 -0.0957
C -0.37738 -1.97354 -2.03785 -0.2210
O -1.27011 -1.67540 -0.98571 -0.0666
H -1.47017 2.03974 -1.93236 0.1114
H -2.08268 0.40578 -1.62664 0.1010
H -0.66232 1.00323 -0.72408 0.1171
H 0.24541 2.46401 -3.33004 0.1110
H 1.41674 1.20378 -3.79501 0.1125
H 1.30206 1.73287 -2.09408 0.1237
H -1.85815 -0.44363 -3.78474 0.1070
H -0.40395 -0.10751 -4.76435 0.1162
H -1.50747 1.21669 -4.30489 0.1142
H 1.00361 -0.45733 -1.43184 0.1471
H 1.15631 -0.97198 -3.12567 0.1421
H 0.32411 -2.75669 -1.73468 0.1384
H -0.92092 -2.33566 -2.91745 0.1216
H -1.84753 -2.43130 -0.83743 0.1141